# 1
This record from the Open Molecules 2025 dataset describes C11H24N4O3S4Ti as an isolated structure in a non-equilibrium geometry. The level of theory is wB97M-V/def2-TZVPD.

E_HOMO   -7.00 eV
ΔE to the lowest compared entry with this formula, charge and spin   17.7 kcal/mol
M   436.5 u
Gap between HOMO and LUMO   6.5 eV
Charge   0

Each line ends with the Löwdin charge.
Positions of all 47 atoms, in Å:
Ti -0.376 -0.350 -0.236  0.87
C -1.187 2.787 0.534  -0.16
C 0.195 2.433 1.070  -0.18
N 0.823 1.344 0.295  -0.19
C 1.751 1.812 -0.759  -0.23
C 1.107 2.703 -1.815  -0.43
S -0.150 1.917 -2.873  0.93
C -1.717 2.687 -2.403  -0.46
C -2.543 1.950 -1.351  -0.23
N -1.783 1.618 -0.133  -0.10
H -1.118 3.605 -0.177  0.09
H -1.827 3.135 1.347  0.13
H 0.138 2.073 2.098  0.08
H 0.847 3.310 1.078  0.13
H 1.396 0.860 1.026  0.00
H 2.196 0.931 -1.221  0.12
H 2.556 2.381 -0.281  0.13
H 1.899 3.028 -2.491  0.08
H 0.684 3.607 -1.376  0.07
H -2.303 2.718 -3.322  0.08
H -1.529 3.725 -2.131  0.07
H -2.918 1.010 -1.757  0.12
H -3.407 2.578 -1.106  0.13
H -2.431 1.182 0.519  0.10
N -1.105 -0.768 1.829  -0.08
N -2.516 -0.719 1.786  0.01
C -3.042 -1.141 0.546  -0.67
O -4.197 -1.453 0.430  0.10
O -2.149 -1.057 -0.424  -0.16
H -0.758 -1.704 2.043  0.08
H -0.680 -0.154 2.532  0.01
H -3.002 -1.109 2.583  0.15
S 3.590 -2.159 2.449  0.48
C 2.203 -1.334 2.147  -1.77
S 1.445 -1.761 0.572  0.55
S 1.577 -0.060 3.121  0.46
C -0.181 -1.621 -4.002  -0.05
C 0.328 -2.043 -2.638  -0.46
C -0.428 -3.244 -2.098  -0.05
O 0.189 -0.929 -1.745  -0.39
H -0.141 -2.471 -4.684  0.09
H 0.412 -0.809 -4.421  0.07
H -1.217 -1.284 -3.924  0.09
H 1.394 -2.279 -2.678  0.14
H -1.496 -3.031 -2.038  0.08
H -0.066 -3.528 -1.110  0.06
H -0.274 -4.088 -2.771  0.09

---

# 2
This record from the Open Molecules 2025 dataset describes C11H24N5OW as an isolated structure. The level of theory is wB97M-V/def2-TZVPD.

E_HOMO   -19.44 eV
M   426.2 u
Gap between HOMO and LUMO   7.8 eV
Charge   +3

Each line ends with the Löwdin charge.
Positions of all 42 atoms, in Å:
W 1.078 -0.022 -0.131  1.64
C -1.280 -0.904 2.076  -0.15
C -0.652 0.378 2.592  -0.13
N 0.599 0.808 1.834  -0.16
C 0.689 2.307 1.748  -0.14
C -0.120 2.727 0.548  -0.14
N 0.383 1.953 -0.642  -0.18
C -0.569 2.068 -1.805  -0.14
C -1.600 0.947 -1.734  -0.15
C -1.166 -0.331 -2.423  -0.14
N 0.181 -0.850 -1.938  -0.16
C 0.187 -2.352 -1.834  -0.14
C -0.398 -2.705 -0.490  -0.14
N 0.377 -1.956 0.562  -0.18
C -0.297 -2.052 1.907  -0.14
H -1.816 -0.731 1.133  0.11
H -2.057 -1.189 2.788  0.15
H -0.373 0.276 3.641  0.15
H -1.363 1.200 2.526  0.13
H 1.381 0.497 2.415  0.14
H 1.741 2.581 1.639  0.14
H 0.319 2.772 2.663  0.15
H -0.040 3.797 0.357  0.16
H -1.177 2.489 0.673  0.13
H 1.251 2.420 -0.930  0.15
H 0.015 2.020 -2.725  0.14
H -1.037 3.051 -1.767  0.15
H -2.537 1.269 -2.191  0.15
H -1.857 0.750 -0.681  0.11
H -1.096 -0.186 -3.501  0.15
H -1.899 -1.118 -2.254  0.13
H 0.842 -0.604 -2.677  0.14
H 1.222 -2.692 -1.911  0.14
H -0.372 -2.797 -2.657  0.15
H -0.349 -3.776 -0.296  0.16
H -1.442 -2.400 -0.410  0.13
H 1.276 -2.447 0.649  0.15
H 0.472 -2.041 2.681  0.14
H -0.797 -3.019 1.963  0.14
O 5.257 -0.057 -0.583  0.38
C 4.134 -0.046 -0.471  -0.24
N 2.891 -0.035 -0.347  -0.08

---

# 3
This record from the Open Molecules 2025 dataset describes a 2-piece molecular cluster, C11H25B3O5S overall in a non-equilibrium geometry. The level of theory is wB97M-V/def2-TZVPD.

E_HOMO   -10.47 eV
M   301.8 u
SMILES string   CCCCCCCB1OBOBO1.O=S1(=O)CCCC1
Gap between HOMO and LUMO   11.0 eV
Charge   0

Each line ends with the Löwdin charge.
Positions of all 45 atoms, in Å:
C 2.719 0.505 -0.841  -0.11
C 2.893 2.031 -0.940  -0.26
C 1.910 2.673 -1.917  -0.22
C 0.436 2.489 -1.507  -0.20
C -0.189 3.754 -0.916  -0.22
C -1.704 3.617 -0.753  -0.20
C -2.074 2.546 0.298  -0.05
B -2.836 1.297 -0.228  -0.54
O -3.119 1.087 -1.573  0.25
B -3.679 -0.128 -1.911  -0.32
O -4.588 -0.697 -1.041  0.23
B -4.544 -0.164 0.234  -0.33
O -3.328 0.325 0.648  0.25
H 3.413 -0.007 -1.509  0.07
H 2.899 0.166 0.179  0.06
H 1.708 0.209 -1.108  0.04
H 3.911 2.233 -1.282  0.10
H 2.790 2.491 0.046  0.10
H 2.081 2.274 -2.921  0.11
H 2.119 3.745 -1.987  0.10
H 0.376 1.697 -0.757  0.10
H -0.153 2.208 -2.383  0.12
H 0.043 4.617 -1.545  0.11
H 0.233 3.946 0.078  0.12
H -2.147 3.386 -1.723  0.11
H -2.080 4.580 -0.401  0.11
H -1.180 2.223 0.842  0.12
H -2.725 2.990 1.059  0.12
H -3.362 -0.709 -2.896  0.12
H -5.532 -0.063 0.887  0.12
O 1.071 -1.390 2.599  -0.32
S 0.972 -2.242 1.441  0.66
O 0.822 -1.666 0.130  -0.33
C 2.349 -3.388 1.449  -0.23
C 1.839 -4.581 2.249  -0.22
C 0.403 -4.830 1.765  -0.21
C -0.310 -3.474 1.731  -0.22
H 3.212 -2.890 1.887  0.11
H 2.555 -3.654 0.413  0.11
H 2.473 -5.454 2.106  0.11
H 1.836 -4.339 3.314  0.12
H 0.427 -5.260 0.762  0.12
H -0.125 -5.531 2.409  0.11
H -1.041 -3.394 0.931  0.10
H -0.776 -3.229 2.683  0.10

---

# 4
This record from the Open Molecules 2025 dataset describes a 2-piece molecular cluster, C11H25BClF4NOP overall in a non-equilibrium geometry. The level of theory is wB97M-V/def2-TZVPD.

E_HOMO   -5.97 eV
M   340.6 u
Gap between HOMO and LUMO   8.7 eV
Charge   -1

Each line ends with the Löwdin charge.
Positions of all 45 atoms, in Å:
C -1.807 -2.644 -0.746  -0.09
C -1.139 -2.600 -2.157  -0.25
C 0.416 -2.513 -2.122  -0.22
C 0.957 -1.496 -1.086  -0.22
C 0.872 -0.014 -1.604  -0.15
C 0.334 0.908 -0.468  -0.50
O -0.413 2.025 -0.994  -0.18
C -1.556 2.191 -0.155  -0.26
C -2.282 3.549 -0.387  -0.27
N -3.150 3.839 0.783  -0.48
Cl -4.462 2.700 0.797  0.56
P 1.583 1.472 0.816  0.98
C 2.400 -0.048 1.581  -0.27
C 3.014 2.372 0.003  -0.42
C 3.796 3.090 1.173  -0.20
H -1.109 -2.837 0.077  0.05
H -2.344 -1.693 -0.576  0.07
H -2.551 -3.457 -0.705  0.08
H -1.387 -3.552 -2.669  0.09
H -1.585 -1.806 -2.785  0.09
H 0.814 -3.521 -1.911  0.11
H 0.750 -2.228 -3.140  0.10
H 2.015 -1.765 -0.894  0.09
H 0.460 -1.592 -0.106  0.09
H 1.840 0.303 -2.018  0.10
H 0.106 -0.026 -2.406  0.11
H -0.406 0.291 0.085  0.10
H -1.320 2.123 0.924  0.11
H -2.268 1.388 -0.431  0.11
H -2.971 3.518 -1.246  0.10
H -1.589 4.394 -0.533  0.12
H -2.615 3.753 1.641  0.05
H 3.093 0.275 2.368  0.03
H 1.570 -0.618 2.037  0.04
H 2.870 -0.699 0.829  0.02
H 3.712 1.709 -0.541  0.06
H 2.687 3.172 -0.679  0.07
H 4.632 2.477 1.544  0.06
H 3.074 3.263 1.994  0.04
H 4.146 4.088 0.867  0.06
B -2.039 -3.960 2.570  -1.25
F -3.378 -3.747 2.174  0.07
F -1.303 -2.758 2.412  0.06
F -2.003 -4.358 3.923  0.07
F -1.466 -4.970 1.763  0.07

---

# 5
This record from the Open Molecules 2025 dataset describes C11H25BiN5O8 as an isolated structure in a non-equilibrium geometry. The level of theory is wB97M-V/def2-TZVPD.

E_HOMO (spin up / spin down)   -10.30 / -10.31 eV
ΔE to the lowest compared entry with this formula, charge and spin   10.6 kcal/mol
M   564.3 u
Gap between HOMO and LUMO (spin up / spin down)   6.2 / 5.7 eV
Charge   +1

Each line ends with the Löwdin charge.
Positions of all 50 atoms, in Å:
O 0.852 -0.072 -3.759  -0.17
H 1.069 0.083 -4.700  0.11
Bi 0.991 0.250 -0.294  2.06
N 1.353 -1.987 -1.615  -0.15
N -0.634 -1.981 0.047  -0.10
N 0.550 2.696 -0.335  -0.18
N -0.888 1.120 1.102  -0.13
O 2.100 -1.982 -2.676  -0.11
O 1.219 3.447 -1.163  -0.17
O -1.575 0.305 1.960  -0.09
O -1.625 -1.999 0.867  -0.07
C -0.221 -3.204 -0.383  -0.25
C 0.936 -3.208 -1.204  -0.24
C -0.266 3.314 0.547  -0.28
C -1.074 2.433 1.331  -0.26
C 1.666 -4.418 -1.630  -0.01
H 1.723 -4.467 -2.722  0.10
H 1.185 -5.329 -1.268  0.07
H 2.691 -4.404 -1.237  0.11
C -0.956 -4.403 0.076  -0.01
H -2.012 -4.340 -0.228  0.10
H -0.924 -4.486 1.174  0.10
H -0.536 -5.315 -0.355  0.07
C -0.281 4.794 0.728  -0.02
C -2.001 2.946 2.376  0.00
H 0.360 5.282 -0.015  0.08
H 0.077 5.060 1.736  0.09
H -1.308 5.185 0.648  0.09
H -2.634 2.139 2.756  0.08
H -2.635 3.745 1.968  0.10
H -1.434 3.382 3.214  0.10
H 1.896 2.212 -1.786  0.02
H -1.581 -0.612 1.479  0.03
C -0.861 0.201 -2.433  0.00
H -1.002 -0.748 -2.945  0.04
H -0.825 1.134 -2.990  0.04
H -1.583 0.313 -1.601  0.02
O 2.137 1.213 -1.901  -0.27
H 1.361 -0.907 -3.458  0.02
H 1.729 0.891 -2.765  0.03
N 2.813 0.696 4.343  0.18
C 2.370 -0.634 3.824  -0.03
C 1.981 -0.392 2.381  -0.65
O 1.479 -1.331 1.706  -0.09
O 2.178 0.799 1.943  -0.15
H 2.939 1.317 3.507  0.15
H 3.663 0.618 4.908  0.18
H 2.081 1.090 4.944  0.18
H 3.195 -1.341 3.883  0.15
H 1.520 -1.002 4.404  0.15

---

# 6
This record from the Open Molecules 2025 dataset describes C11H25BrNO6PTa as an isolated structure in a non-equilibrium geometry. The level of theory is wB97M-V/def2-TZVPD.

E_HOMO   -5.17 eV
M   559.1 u
Gap between HOMO and LUMO   7.6 eV
Charge   -1

Each line ends with the Löwdin charge.
Positions of all 46 atoms, in Å:
C 3.727 1.712 0.093  -0.15
C 3.138 0.570 0.949  -0.36
C 2.914 -0.768 0.191  -0.38
Ta 1.417 -0.663 -1.531  1.65
C -0.373 -1.343 -0.255  -0.36
C -1.722 -0.642 -0.692  -0.31
P -2.263 0.567 0.560  0.51
O -1.262 1.579 0.875  -0.26
O -3.682 1.228 0.132  -0.22
C -3.562 2.013 -1.073  -0.27
C -3.027 3.442 -0.803  -0.07
O -2.603 -0.298 1.897  -0.22
C -1.684 -0.086 2.979  -0.29
C -1.906 -1.272 3.960  -0.07
C 2.015 -2.798 -2.125  -0.39
C 1.907 -3.820 -1.047  -0.93
O 2.620 -3.915 -0.153  0.03
Br 0.394 -5.119 -1.268  0.54
O 0.899 1.339 -1.180  -0.41
N 0.939 2.016 -2.387  -0.16
O -0.168 2.193 -2.777  -0.05
H 3.672 1.506 -0.980  0.02
H 3.109 2.603 0.244  0.06
H 4.771 1.937 0.328  0.06
H 2.224 0.852 1.482  0.08
H 3.879 0.360 1.738  0.08
H 2.527 -1.502 0.916  0.03
H 3.883 -1.128 -0.185  0.04
H 0.316 -0.637 -3.025  -0.11
H 2.808 -0.039 -2.615  -0.11
H -0.160 -1.081 0.793  0.02
H -0.525 -2.428 -0.282  0.00
H -2.458 -1.439 -0.822  0.09
H -1.525 -0.107 -1.624  0.02
H -2.986 1.487 -1.839  0.10
H -4.580 2.125 -1.461  0.11
H -2.842 3.570 0.262  0.07
H -3.750 4.200 -1.116  0.06
H -2.098 3.555 -1.364  0.06
H -1.891 0.849 3.501  0.11
H -0.641 -0.114 2.666  0.09
H -2.736 -0.989 4.614  0.07
H -2.245 -2.104 3.338  0.07
H -0.999 -1.529 4.504  0.07
H 3.074 -2.763 -2.409  0.05
H 1.457 -3.119 -3.008  0.02